1.
Molecular formula: C48H47InN3O3PTe
Method: DFT, the ωB97M-V functional and the def2-TZVPD basis

```
104
Properties=species:S:1:pos:R:3:forces:R:3:mulliken_charge:R:1
In 0.032 -0.147 -0.777 0.31 0.23 0.23 1.161
C -3.819 -4.187 -1.706 -0.03 0.03 0.00 -1.852
C -2.734 -3.117 -1.594 0.10 -0.09 -0.01 0.531
C -3.097 -1.927 -2.466 0.01 0.09 -0.08 -0.915
C -2.467 -2.636 -0.152 -0.03 0.12 0.14 1.747
C -2.771 -3.629 0.978 0.03 -0.02 -0.01 -0.414
O -1.474 -3.953 1.522 0.02 -0.06 -0.05 -0.425
C -0.578 -3.167 0.914 0.03 0.00 0.01 0.035
N -1.019 -2.343 0.038 -0.13 -0.01 0.04 -0.103
C 0.817 -3.498 1.311 -0.01 -0.02 0.02 0.132
C 1.063 -4.856 1.533 -0.03 0.02 0.00 -1.113
C 2.319 -5.298 1.903 0.02 0.00 0.01 -0.775
C 3.351 -4.386 2.078 -0.01 -0.02 -0.01 -0.819
C 3.114 -3.041 1.868 0.00 0.01 -0.04 -0.262
C 1.857 -2.580 1.475 -0.04 0.01 0.04 0.123
P 1.642 -0.791 1.255 0.23 -0.01 -0.23 2.334
C 3.200 -0.323 0.439 0.03 -0.07 0.08 0.185
C 3.490 -0.967 -0.764 -0.01 0.00 -0.01 -0.660
C 4.614 -0.615 -1.492 0.01 0.01 0.00 -0.733
C 5.458 0.384 -1.023 -0.01 -0.01 -0.01 -0.646
C 5.175 1.020 0.176 0.00 0.00 0.01 -0.706
C 4.049 0.669 0.907 0.02 -0.01 0.05 -0.255
C 1.624 -0.106 2.929 -0.17 -0.02 0.01 0.525
C 1.516 -0.940 4.042 0.02 0.03 0.02 -0.794
C 1.399 -0.393 5.312 0.00 0.03 0.01 -0.775
C 1.386 0.985 5.479 0.00 -0.03 -0.01 -0.733
C 1.477 1.818 4.373 0.00 0.02 0.00 -0.843
C 1.584 1.280 3.100 -0.10 0.05 -0.05 -0.135
H -4.061 -4.349 -2.757 0.00 0.00 0.00 0.437
H -4.740 -3.877 -1.205 0.00 0.00 0.00 0.394
H -3.512 -5.149 -1.296 -0.01 0.00 0.00 0.475
H -1.795 -3.539 -1.966 -0.01 -0.05 0.01 0.217
H -4.067 -1.512 -2.174 0.00 0.01 0.00 0.249
H -3.160 -2.216 -3.514 -0.02 0.01 -0.06 0.787
H -2.363 -1.125 -2.385 0.04 0.05 -0.01 -0.473
H -3.019 -1.710 0.017 -0.02 -0.19 -0.05 -1.287
H -3.220 -4.560 0.648 -0.05 0.02 0.02 0.404
H -3.374 -3.196 1.774 0.05 0.03 0.01 0.227
H 0.257 -5.564 1.411 0.00 0.00 0.00 0.541
H 2.491 -6.354 2.061 0.00 0.00 -0.01 0.420
H 4.335 -4.723 2.375 0.00 0.00 0.01 0.477
H 3.917 -2.327 2.004 0.00 -0.01 0.00 0.549
H 2.847 -1.763 -1.128 -0.01 0.01 0.00 0.457
H 4.836 -1.125 -2.421 0.00 0.00 0.00 0.486
H 6.337 0.661 -1.590 0.00 0.00 0.00 0.417
H 5.833 1.794 0.548 0.00 0.00 0.00 0.469
H 3.840 1.177 1.839 0.00 0.00 -0.01 0.391
H 1.518 -2.016 3.928 0.02 -0.01 -0.01 0.311
H 1.319 -1.047 6.170 0.01 0.00 0.00 0.451
H 1.299 1.408 6.471 0.00 0.00 0.00 0.407
H 1.455 2.893 4.497 0.00 0.00 0.01 0.470
H 1.611 1.931 2.233 0.04 -0.02 0.00 0.301
O 0.103 3.712 -1.175 0.09 -0.23 0.01 -0.743
C 0.660 2.778 -0.672 -0.14 0.37 0.03 0.798
N 1.208 1.835 -0.190 -0.40 -0.35 0.02 -0.763
C 2.355 4.666 -7.062 0.00 0.00 0.00 -1.513
C 1.373 4.089 -6.082 -0.01 0.00 0.01 0.423
C 0.050 4.505 -6.056 0.02 -0.02 -0.01 -1.025
C -0.872 3.998 -5.146 0.02 0.03 0.03 0.563
C -2.272 4.566 -5.189 0.00 -0.01 0.00 -1.832
C -0.442 3.012 -4.241 0.02 0.10 0.06 0.650
Te -2.013 2.631 -2.833 0.00 -0.25 0.01 0.720
N -1.659 1.214 -1.375 0.03 0.24 0.06 0.528
C -2.799 1.343 -0.643 -0.01 0.01 -0.16 -0.018
O -3.767 1.988 -1.066 -0.05 -0.02 -0.01 -0.718
C -2.920 0.683 0.693 0.05 0.00 0.01 -0.558
C -1.877 0.616 1.611 -0.01 0.03 0.01 0.207
C -2.076 0.003 2.846 0.02 0.02 -0.11 -0.620
C -3.312 -0.535 3.162 0.03 0.00 0.03 -0.777
C -4.365 -0.438 2.260 -0.05 0.00 -0.02 -0.654
C -4.174 0.179 1.037 -0.02 -0.02 -0.02 -0.409
C -3.194 1.412 -4.100 -0.12 0.05 0.13 0.752
C -4.554 1.698 -3.996 -0.02 0.06 -0.04 -0.647
C -5.480 1.010 -4.763 0.01 0.01 -0.02 -0.802
C -5.039 0.030 -5.637 0.00 0.01 0.02 -0.772
C -3.686 -0.256 -5.731 0.00 -0.02 -0.02 -0.555
C -2.733 0.417 -4.968 0.08 0.00 -0.02 0.374
C -1.289 0.022 -5.102 -0.01 -0.01 -0.01 -0.992
C 0.877 2.563 -4.259 0.01 -0.11 -0.03 1.140
C 1.381 1.462 -3.377 0.05 0.07 -0.02 -1.061
C 1.762 3.114 -5.177 -0.02 -0.02 -0.01 -0.858
H 1.890 5.426 -7.688 0.00 0.00 0.00 0.359
H 2.757 3.888 -7.712 0.00 0.00 0.00 0.338
H 3.196 5.124 -6.540 0.00 0.00 0.00 0.348
H -0.283 5.258 -6.760 0.00 0.00 0.00 0.330
H -2.384 5.190 -6.073 0.00 0.01 0.01 0.452
H -2.480 5.199 -4.322 -0.01 -0.01 0.01 0.327
H -3.045 3.797 -5.247 0.01 0.00 -0.01 0.326
H -0.937 1.125 1.418 0.06 -0.01 -0.05 1.326
H -1.272 -0.025 3.566 0.11 0.01 0.07 0.413
H -3.468 -1.004 4.126 0.01 0.00 0.00 0.453
H -5.341 -0.828 2.520 0.00 -0.01 0.00 0.428
H -4.987 0.277 0.329 0.00 0.02 0.01 0.546
H -4.896 2.461 -3.308 0.01 -0.02 0.02 0.507
H -6.533 1.243 -4.678 0.00 -0.01 0.01 0.461
H -5.746 -0.518 -6.246 0.00 0.01 0.00 0.428
H -3.350 -1.029 -6.413 0.00 0.01 0.01 0.450
H -0.678 0.841 -5.479 -0.02 -0.03 -0.03 0.305
H -1.191 -0.817 -5.789 0.00 -0.01 0.02 0.500
H -0.870 -0.287 -4.141 -0.01 0.00 0.05 -0.012
H 0.551 1.011 -2.837 0.01 -0.02 -0.10 -1.280
H 2.104 1.816 -2.641 -0.03 -0.01 -0.05 0.631
H 1.852 0.676 -3.969 0.00 -0.01 -0.01 0.607
H 2.787 2.755 -5.185 0.00 0.00 0.00 0.529
```
Positions in Å, forces in eV/Å.

The calculation puts the HOMO-LUMO gap (spin up / spin down) at 7.11 / 7.16 eV. Its expectation value of S² is 0.7539. The HOMO energy (spin up / spin down) is -9.531 / -10.994 eV. Its total charge is +1. Its spin multiplicity is 2. The calculated total energy comes out at -3046.60055 Ha.



2.
Molecular formula: C6H15N3O
Method: DFT, the ωB97M-V functional and the def2-TZVPD basis

```
25
Properties=species:S:1:pos:R:3:forces:R:3:nbo_charge:R:1
C -2.214 0.831 0.650 0.34 0.26 0.50 -0.426
N -0.797 0.757 0.337 0.38 -0.71 -0.47 -0.677
C 0.362 -0.451 0.949 -1.75 1.07 -0.39 0.541
C 1.291 0.192 1.950 0.05 -0.08 -0.09 -0.655
N -0.375 -1.506 1.463 0.35 -0.35 0.24 -0.857
N 0.809 -0.706 -0.373 -0.30 -0.44 -0.69 -0.546
C 2.030 -0.062 -0.842 -0.61 0.19 0.15 -0.411
C -0.499 -0.524 -1.173 1.34 -2.04 0.43 0.735
C -0.308 0.099 -2.544 -0.42 0.63 0.40 -0.709
O -1.347 -1.429 -1.033 0.49 1.39 -0.22 -0.716
H -2.634 -0.169 0.774 0.22 0.03 0.06 0.219
H -2.378 1.425 1.555 -0.26 -0.13 0.05 0.179
H -2.769 1.294 -0.172 0.14 0.03 0.00 0.201
H -0.367 1.669 0.210 -0.08 -0.05 0.10 0.363
H 0.764 0.372 2.890 -0.01 0.02 -0.14 0.226
H 1.695 1.135 1.581 -0.06 -0.03 0.02 0.220
H 2.127 -0.482 2.162 -0.08 0.02 -0.06 0.233
H -0.970 -1.971 0.770 0.21 0.22 0.39 0.437
H -0.648 -1.487 2.436 -0.08 0.15 -0.38 0.379
H 1.962 1.033 -0.895 0.01 0.13 -0.03 0.157
H 2.859 -0.294 -0.171 -0.04 -0.18 -0.16 0.207
H 2.246 -0.425 -1.847 0.14 -0.05 0.16 0.214
H -1.300 0.313 -2.944 0.11 0.04 0.00 0.238
H 0.166 -0.625 -3.208 0.01 -0.08 0.20 0.238
H 0.293 1.010 -2.525 -0.09 -0.04 -0.04 0.209
```
Positions in Å, forces in eV/Å.

The calculation puts the HOMO-LUMO gap at 9.12 eV. The SMILES is CN[C@@](C)(N)N(C)C(C)=O. The HOMO energy is -8.291 eV. The calculated total energy comes out at -477.05922 Ha.



3.
Molecular formula: C30H10Cl2F4N8O2Ru
Method: DFT, the ωB97M-V functional and the def2-TZVPD basis

```
57
Properties=species:S:1:pos:R:3:forces:R:3:nbo_charge:R:1
Ru 2.005 0.800 0.412 0.13 -0.12 0.61 0.883
Cl -1.192 0.783 -5.590 0.04 -0.06 0.08 0.077
C -0.339 0.288 -4.180 -0.10 0.04 -0.14 -0.032
C 0.106 1.248 -3.309 0.02 -0.03 0.08 -0.273
C 0.773 0.855 -2.136 -0.04 0.19 -0.09 0.240
N 1.246 1.696 -1.160 -0.06 0.15 0.13 -0.558
C 1.208 3.087 -1.175 -0.05 -0.12 0.16 0.650
O 0.731 3.794 -2.025 0.03 0.05 -0.07 -0.531
C 1.858 3.669 0.070 -0.03 -0.14 -0.11 0.109
C 1.979 5.038 0.189 -0.01 0.01 0.03 -0.187
C 2.582 5.558 1.324 0.01 -0.02 0.01 -0.131
C 3.047 4.687 2.295 -0.02 -0.01 -0.02 -0.222
C 2.893 3.325 2.100 -0.04 -0.01 0.05 0.068
N 2.309 2.815 1.015 -0.02 0.07 -0.10 -0.436
C 1.005 -0.532 -1.880 0.06 -0.20 -0.10 0.145
C 0.553 -1.497 -2.801 0.03 0.08 0.14 -0.256
C -0.118 -1.088 -3.922 -0.09 -0.05 -0.14 -0.046
Cl -0.703 -2.282 -5.017 0.02 0.09 0.06 0.072
N 1.690 -0.785 -0.718 -0.20 -0.13 0.22 -0.541
C 2.050 -2.034 -0.237 -0.01 0.13 0.12 0.649
O 1.833 -3.109 -0.742 -0.01 -0.02 -0.07 -0.542
C 2.772 -1.924 1.093 -0.03 0.06 -0.10 0.097
C 3.218 -3.072 1.716 0.04 0.02 0.03 -0.186
C 3.863 -2.959 2.939 0.01 -0.07 0.01 -0.132
C 4.044 -1.702 3.489 -0.03 0.07 -0.04 -0.224
C 3.573 -0.597 2.800 0.05 0.00 -0.04 0.077
N 2.947 -0.697 1.626 -0.07 0.06 0.00 -0.435
H -0.077 2.291 -3.514 0.03 -0.03 0.02 0.277
H 1.598 5.661 -0.607 -0.01 0.01 -0.01 0.263
H 2.687 6.627 1.449 0.01 0.02 0.00 0.242
H 3.521 5.047 3.196 0.01 0.01 0.01 0.244
H 3.234 2.611 2.838 0.01 0.03 0.00 0.205
H 0.721 -2.547 -2.623 0.02 0.03 0.02 0.275
H 3.053 -4.021 1.229 -0.01 -0.02 0.01 0.263
H 4.220 -3.840 3.454 0.00 0.00 0.00 0.242
H 4.537 -1.566 4.441 0.02 -0.01 0.01 0.244
H 3.702 0.404 3.190 -0.02 -0.03 0.02 0.204
F -1.571 0.361 -0.471 -0.29 -0.21 0.05 -0.299
C -2.603 -0.456 -0.224 0.22 0.11 0.31 0.359
C -3.455 -0.738 -1.215 -0.26 -0.12 -0.26 0.372
F -3.241 -0.215 -2.414 -0.03 -0.12 0.28 -0.261
C -4.628 -1.597 -1.024 0.45 0.19 0.48 -0.080
C -4.789 -2.085 0.350 -0.18 -0.06 -0.36 0.386
C -3.932 -1.791 1.338 0.26 0.15 0.20 0.318
F -4.139 -2.274 2.556 0.00 0.03 -0.16 -0.263
C -2.748 -0.971 1.133 -0.46 -0.07 -0.67 0.001
C -1.845 -0.717 2.113 0.73 0.11 0.44 -0.258
C -0.616 -0.015 1.849 -0.38 0.11 0.21 0.447
N 0.374 0.536 1.667 0.36 -0.28 -0.97 -0.314
C -1.918 -1.171 3.476 -0.12 0.13 -0.33 0.251
N -1.883 -1.455 4.587 0.02 -0.09 0.14 -0.205
F -5.825 -2.861 0.611 0.12 0.11 0.00 -0.255
C -5.483 -1.904 -2.025 -0.30 -0.12 -0.37 -0.107
C -6.648 -2.736 -1.860 0.24 0.23 0.00 0.223
N -7.603 -3.369 -1.808 -0.08 -0.09 0.00 -0.165
C -5.325 -1.443 -3.382 0.03 -0.14 0.32 0.224
N -5.250 -1.133 -4.484 0.00 0.05 -0.10 -0.170
```
Positions in Å, forces in eV/Å.

The calculation puts the HOMO-LUMO gap (spin up / spin down) at 5.00 / 5.35 eV. Its expectation value of S² is 0.8622. The HOMO energy (spin up / spin down) is -10.867 / -11.215 eV. Its total charge is +1. Its spin multiplicity is 2. The calculated total energy comes out at -3152.21716 Ha.



Energy above the lowest of the compared OMol25 structures with the same formula, charge and spin: 8.14; 51.32; 0.00 (kcal per mole)